DFT (ωB97M-V/def2-TZVPD) results for a 2-piece molecular cluster, C7H15NO overall at a distorted geometry.

Structure (XYZ):
```
24
C7H15NO ωB97M-V/def2-TZVPD
C -1.80772 0.12569 -1.31949
C -0.37274 0.36935 -1.00290
C 0.50681 -0.62766 -0.65457
C 1.98648 -0.32330 -0.66294
C 0.16933 -2.06977 -0.94850
H -1.90205 -0.50166 -2.20831
H -2.34291 1.05782 -1.48774
H -2.27779 -0.41718 -0.49281
H -0.00820 1.38529 -1.08848
H 2.49220 -0.86980 0.13564
H 2.44367 -0.63381 -1.60519
H 2.18284 0.74094 -0.53305
H 0.94698 -2.73056 -0.56877
H -0.77037 -2.34374 -0.47183
H 0.05917 -2.24062 -2.02144
N 0.50680 2.24426 1.66438
C -0.60633 1.34388 1.69616
C -0.33075 -0.29812 1.38866
O -1.27219 -1.05278 1.56701
H 1.25921 1.94952 2.27483
H 0.86966 2.37595 0.72872
H -0.98107 1.25997 2.71931
H -1.42844 1.70813 1.08183
H 0.67740 -0.45181 1.80947
```

Values from the calculation:
Energy relative to the best compared isomer or geometry (same formula, charge and spin) = 2.981 eV
Orbital gap = 8.97 eV
SMILES = CC=C(C)C.NCC=O
Highest occupied orbital energy = -8.25 eV

DFT (ωB97M-V/def2-TZVPD) results for C23H53GdO5P3S2 as an isolated structure at a distorted geometry.

Structure (XYZ):
```
87
C23H53GdO5P3S2 ωB97M-V/def2-TZVPD
Gd 0.48590 -0.08682 -0.04518
C 2.24307 2.81617 0.71527
O 1.20802 2.04246 1.29279
C 1.19112 2.14413 2.71010
C 0.18708 1.19706 3.30316
O 0.74180 -0.10412 3.35424
C -0.08479 -0.98110 4.10767
H 2.09209 3.87747 0.93779
H 2.20869 2.66412 -0.36276
H 3.21792 2.49114 1.08440
H 0.94650 3.17532 2.98745
H 2.18602 1.90768 3.10330
H -0.73929 1.18867 2.71598
H -0.05838 1.53358 4.31661
H -0.23390 -0.58407 5.11899
H 0.42981 -1.93747 4.17729
H -1.04484 -1.12648 3.61000
C -1.17004 -2.59709 -5.06828
C -0.12256 -3.19464 -4.15671
O 1.06316 -2.36686 -4.12527
P 1.37921 -1.42073 -2.86498
S 1.50832 -2.55509 -1.24427
S 0.15690 0.13018 -2.80859
O 2.80028 -0.84976 -3.32009
C 3.91078 -1.72950 -3.57331
C 5.17628 -0.92953 -3.39284
H -2.05106 -3.24502 -5.08096
H -0.79249 -2.50534 -6.08838
H -1.47003 -1.60876 -4.71900
H 0.20612 -4.16592 -4.52248
H -0.49971 -3.33316 -3.14360
H 3.81342 -2.10900 -4.59012
H 3.87302 -2.57684 -2.88819
H 5.19187 -0.07505 -4.07061
H 6.04766 -1.55450 -3.60235
H 5.25069 -0.55503 -2.37033
C 2.31129 -2.70588 2.00406
P 3.39107 -1.33617 1.54626
C 4.76429 -2.03524 0.64758
C 4.06292 -0.77693 3.10860
O 2.75962 -0.17961 0.79128
H 2.51665 -2.99008 3.03714
H 2.47794 -3.56231 1.35281
H 1.26625 -2.41112 1.91847
H 5.28298 -2.78496 1.24980
H 5.45337 -1.23028 0.38888
H 4.38018 -2.48985 -0.26730
H 4.55327 -1.60209 3.62881
H 3.23520 -0.40105 3.71184
H 4.78350 0.02452 2.93903
C -4.63538 -2.75832 0.63882
C -3.83894 -2.12964 1.79131
C -3.57938 -3.19113 2.86870
C -4.65140 -0.97606 2.39696
C -2.55473 -1.61324 1.28033
C -1.49319 -1.16546 0.85668
H -5.59321 -3.14051 1.00572
H -4.07756 -3.58251 0.19050
H -4.82947 -2.01909 -0.14095
H -4.52601 -3.60279 3.23251
H -3.04597 -2.75855 3.71863
H -2.97524 -4.00657 2.46695
H -5.61082 -1.34292 2.77476
H -4.84345 -0.20732 1.64581
H -4.10663 -0.51381 3.22326
C -0.81592 4.82985 -3.00949
C -0.04605 3.76734 -2.22490
P -0.99564 2.78667 -0.97461
C -2.52102 2.37137 -1.94067
C -3.43101 1.34432 -1.26196
C -1.59179 4.18036 0.09079
C -2.27360 3.71899 1.38119
H -0.15547 5.34311 -3.71220
H -1.25063 5.59022 -2.35730
H -1.62633 4.38977 -3.59138
H 0.77517 4.23575 -1.67443
H 0.42240 3.05254 -2.90295
H -2.18378 1.98240 -2.90475
H -3.06895 3.29244 -2.15266
H -2.90206 0.42951 -0.99445
H -4.25893 1.07100 -1.92143
H -3.86512 1.73664 -0.33809
H -2.27046 4.80986 -0.48778
H -0.71604 4.79462 0.32560
H -3.19605 3.17321 1.17521
H -2.52947 4.56407 2.02354
H -1.62503 3.04879 1.94877
```

Values from the calculation:
Energy relative to the best compared isomer or geometry (same formula, charge and spin) = 2.135 eV
<S²> = 12.03
Multiplicity = 7
Orbital gap (spin up / spin down) = 5.10 / 5.05 eV
Highest occupied orbital energy (spin up / spin down) = -4.68 / -4.63 eV

DFT (ωB97M-V/def2-TZVPD) results for C23H53GdNOP3 as an isolated structure at a distorted geometry.

Structure (XYZ):
```
82
C23H53GdNOP3 ωB97M-V/def2-TZVPD
Gd -0.86268 0.87606 0.33069
P -0.98525 1.28391 -2.41174
P 0.92522 -1.83641 1.67869
N -2.26143 -0.76130 -0.08507
C -2.54178 0.23575 -2.43096
H -3.41387 0.86760 -2.18964
H -2.67454 -0.10605 -3.46728
C -2.51569 -1.00902 -1.51710
H -3.45853 -1.56195 -1.70464
H -1.71871 -1.69083 -1.87014
C -1.88638 -2.07163 0.50250
H -1.44485 -2.65483 -0.32595
H -2.81453 -2.62293 0.77984
C -0.95120 -2.10763 1.72448
H -1.03187 -3.13759 2.10424
H -1.36831 -1.46891 2.51986
C 1.17792 -1.30698 3.49905
C 0.34914 -0.10976 3.97930
H -0.72307 -0.19307 3.75874
H 0.73700 0.83362 3.56292
H 0.42075 -0.02700 5.07985
C 2.03257 -3.26503 1.53171
C 3.49742 -2.82971 1.27759
H 4.06730 -3.69059 0.91126
H 3.99021 -2.43550 2.16958
H 3.60524 -2.05972 0.49914
C 0.10220 0.90621 -3.83428
C 1.28408 1.88927 -3.95363
H 1.94348 1.55800 -4.76901
H 1.88151 1.89114 -3.03181
H 0.96294 2.91780 -4.17629
C -1.60754 3.03916 -2.46332
C -0.51110 4.08152 -2.14157
H -0.94939 4.86157 -1.49940
H -0.14384 4.57001 -3.05850
H 0.35255 3.66003 -1.59789
C 1.51555 -1.15999 -0.07145
C 1.88355 -4.27621 2.67842
H 0.92499 -4.18590 3.21153
H 1.92612 -5.28883 2.25377
H 2.70817 -4.20269 3.39862
C -0.65549 0.68514 -5.15247
H 0.06608 0.62200 -5.98251
H -1.20931 -0.26447 -5.12575
H -1.36048 1.49977 -5.38202
C -2.36667 3.33775 -3.75623
H -2.88656 4.30177 -3.64185
H -1.69093 3.43742 -4.62045
H -3.13334 2.57888 -3.97768
C 2.62329 -1.11913 3.97121
H 3.13045 -0.33984 3.38752
H 2.62519 -0.78363 5.02161
H 3.21943 -2.03730 3.94474
H 0.78027 -2.19938 4.01308
H -2.33993 3.06566 -1.63222
H 1.66529 -3.75350 0.61655
H 0.53732 -0.06917 -3.53770
O 1.26884 0.19611 0.07668
H 1.12526 -1.62995 -0.99574
H 2.49325 -1.59994 -0.38473
C 0.39584 4.70825 2.23151
C -0.44416 3.46007 2.52192
P -1.93893 3.24816 1.46427
C -2.59593 1.65847 2.17535
C -3.71844 1.77090 3.21479
C -3.07327 4.61970 1.95397
C -3.02001 5.12654 3.40095
H 0.70030 4.76773 1.17677
H 1.31103 4.66595 2.83885
H -0.13339 5.63221 2.49253
H 0.19607 2.56625 2.39125
H -0.80473 3.46375 3.56287
H -2.96735 1.03538 1.32812
H -1.74378 1.12605 2.65018
H -4.53957 2.40721 2.85987
H -4.11382 0.76199 3.40250
H -3.33327 2.16883 4.16393
H -2.85706 5.46570 1.27588
H -4.10248 4.29571 1.72105
H -2.01659 5.46465 3.69369
H -3.70339 5.98240 3.50486
H -3.34440 4.36491 4.12427
```

Values from the calculation:
Energy relative to the best compared isomer or geometry (same formula, charge and spin) = 1.031 eV
Net charge = +2
<S²> = 16.07
Multiplicity = 8
Orbital gap (spin up / spin down) = 8.36 / 6.54 eV
Highest occupied orbital energy (spin up / spin down) = -14.12 / -13.64 eV

DFT (ωB97M-V/def2-TZVPD) results for a 14-piece molecular cluster, C17H62N14O14 overall at a distorted geometry.

Structure (XYZ):
```
107
C17H62N14O14 ωB97M-V/def2-TZVPD
C 3.02842 -0.90441 3.21221
C 1.56842 -0.44141 2.91021
O 1.57942 0.95359 3.21321
H 3.24842 -1.16141 4.20921
H 3.75642 -0.17141 2.96821
H 3.25442 -1.74841 2.55621
H 0.79942 -0.97241 3.57921
H 1.31142 -0.56341 1.85321
H 1.01442 1.51459 2.76721
C -0.41258 -2.73241 -3.97179
C -0.74058 -2.27941 -2.60079
O -0.42358 -3.20441 -1.61779
H 0.69142 -2.83141 -4.02579
H -0.86058 -2.04241 -4.66579
H -0.73658 -3.70841 -4.28479
H -1.83058 -2.13241 -2.44379
H -0.24258 -1.33641 -2.51879
H -0.83558 -3.01241 -0.78079
C 1.54642 -0.12541 -4.83279
C 1.36242 1.19259 -4.03079
O 0.69642 0.98759 -2.79679
H 1.95742 -0.79141 -4.04779
H 2.32642 -0.07841 -5.62779
H 0.69642 -0.46641 -5.25379
H 0.80542 1.96259 -4.60279
H 2.36142 1.60159 -3.83479
H 0.52042 1.88759 -2.37879
C -0.95358 2.55159 3.09121
O -1.19558 1.73559 4.25421
N -0.86558 2.19059 1.83221
N -0.50558 3.75059 3.16421
H -1.52858 2.67459 1.25621
H -0.83458 1.16559 1.62421
H -0.26558 4.10959 4.07521
H -0.14558 4.32659 2.42221
C -0.43058 3.99859 -2.80279
O -1.18058 3.82659 -3.90479
N -0.54558 3.14759 -1.84979
N 0.28742 4.99559 -2.52879
H -1.37058 2.46859 -1.81579
H 0.13642 3.22959 -1.01579
H 0.47442 5.74559 -3.29579
H 0.85642 5.05959 -1.59479
C 3.47642 -0.10341 -0.40179
O 2.90542 0.80259 0.44521
N 2.96542 -0.34041 -1.56379
N 4.64242 -0.71841 -0.17079
H 2.16342 0.12859 -1.94779
H 3.40442 -0.89141 -2.31479
H 5.12542 -0.51241 0.68421
H 5.36742 -0.94341 -0.92479
C -4.33858 0.79459 3.54521
O -5.20558 0.19159 2.64721
N -4.62758 1.91759 4.13521
N -3.19858 0.37859 3.88921
H -5.43658 2.46059 3.78121
H -4.04958 2.43359 4.86521
H -2.88558 -0.58041 3.68221
H -2.32758 1.00559 3.98921
C -2.83658 0.77459 -3.21979
O -2.60258 1.36759 -1.94179
N -1.91858 0.59559 -4.09579
N -3.95558 0.38059 -3.61379
H -0.97658 0.77159 -3.73379
H -2.09058 0.31559 -5.02279
H -4.70458 0.56059 -2.95879
H -4.09758 0.19259 -4.62679
C 2.89442 -3.94141 -0.46479
O 2.48642 -5.21841 -0.28279
N 2.26442 -3.02541 -1.03479
N 4.01542 -3.44041 -0.04879
H 1.30942 -3.06641 -1.41779
H 2.61942 -2.07141 -1.06379
H 4.28042 -2.39241 -0.02879
H 4.60742 -4.01141 0.53221
C 1.03242 4.52859 0.37421
O 0.25642 5.29359 1.18821
N 1.84742 5.02059 -0.52779
N 1.00042 3.22559 0.25621
H 2.03442 5.98059 -0.60979
H 2.51942 4.37959 -1.08479
H 0.23842 2.85459 0.85221
H 1.77442 2.64459 0.11821
C 0.54942 -3.66741 1.81921
O 1.16342 -4.68141 2.48921
H 0.09942 -3.85841 0.90621
H 1.45042 -2.95641 1.61921
H -0.14658 -3.11541 2.40421
H 1.58442 -5.27541 1.91121
C -3.47158 -1.93841 0.50021
O -2.45358 -2.91541 0.57121
H -3.63258 -1.51641 1.47121
H -4.31958 -2.44841 0.13721
H -3.20458 -1.08241 -0.17279
H -2.79558 -3.73641 0.92821
C -1.43658 -1.98041 4.80021
O -2.23058 -2.14041 3.59921
H -1.15558 -0.93941 4.78621
H -0.59858 -2.63341 4.82921
H -1.94058 -2.12241 5.76021
H -2.22858 -3.06841 3.36821
C -0.30858 -0.18641 -0.11179
O -1.13958 -0.26541 1.02121
H 0.34342 0.71259 -0.06679
H -1.02058 -0.29341 -0.91079
H 0.30442 -1.08441 -0.34479
H -1.76558 -0.92141 0.93621
```

Values from the calculation:
Energy relative to the best compared isomer or geometry (same formula, charge and spin) = 3.735 eV
Orbital gap = 7.02 eV
Highest occupied orbital energy = -7.64 eV